ORCA calculation (ωB97M-V/def2-TZVPD) on a structure of composition C20H39As2CdN3O9S.

The geometry in XYZ format:
```
75
Properties=species:S:1:pos:R:3:mulliken_charge:R:1
Cd -0.31 0.84 -0.21 2.7658
As -0.29 3.85 1.02 0.7699
As -2.69 -1.34 -0.17 1.0486
S -2.97 2.30 0.65 1.2714
O -4.39 2.08 0.57 -0.7792
O 0.22 2.71 -0.07 -0.3657
O -2.43 3.42 -0.07 -0.6990
O -0.41 5.40 0.61 -0.8747
O -1.09 -1.32 0.26 -0.5925
O 1.32 3.95 1.97 -0.7876
O 1.35 -0.49 -3.70 -0.7847
O -2.27 1.01 0.32 -0.7414
O -0.33 0.27 -2.40 -0.7513
N 2.77 0.96 -1.48 0.8433
N 1.73 -2.38 -2.01 0.2114
N 1.66 -0.04 1.33 0.6545
C 2.39 2.10 -2.31 -1.0013
C -1.58 2.86 4.92 -0.5909
C 0.01 -3.08 -3.41 -0.8887
C 1.56 -1.45 1.71 -1.1245
C 3.09 1.40 -0.13 -0.8879
C -3.99 -1.03 1.26 -1.0772
C 3.92 0.32 -2.09 -1.4037
C -3.24 2.01 3.42 -0.4969
C -2.51 2.53 2.36 0.1284
C 0.44 -0.57 -2.87 0.1866
C 3.03 0.25 0.87 -1.0977
C 1.85 -3.85 -1.99 -0.5256
C 0.32 -2.06 -2.32 0.5653
C 0.77 -4.35 -2.97 -0.6327
C 1.37 0.75 2.53 -1.5737
C -3.01 -3.30 -0.46 -1.2753
C -1.31 3.17 2.55 -0.0962
C -2.77 2.18 4.71 -0.6688
C -3.22 -0.64 -1.90 -1.1370
C -0.85 3.35 3.84 -0.3149
H 2.03 -1.91 -1.16 -0.4094
H -4.73 -1.83 1.26 0.4732
H 3.45 -0.66 0.41 0.6212
H 2.20 -1.90 -2.83 0.4605
H -4.29 -0.46 -1.89 0.4350
H -2.26 -3.72 -1.13 0.2162
H 2.85 -4.17 -2.26 0.4709
H 4.09 1.87 -0.09 0.4461
H -4.46 -0.06 1.08 0.2604
H 0.41 -2.71 -4.35 0.4466
H -2.94 -3.81 0.50 0.3993
H -1.05 -3.27 -3.53 0.3000
H 0.08 3.88 4.00 0.4962
H 0.10 -5.04 -2.47 0.3311
H -0.32 -2.13 -1.44 -0.0947
H 2.35 2.15 0.16 0.0525
H -4.17 1.51 3.23 0.5598
H 1.21 -4.87 -3.82 0.3286
H -3.47 -1.00 2.21 0.3448
H 0.33 0.61 2.82 0.2812
H 4.22 -0.57 -1.53 0.3200
H 1.77 -2.09 0.85 0.2268
H 0.54 -1.67 2.03 0.2494
H 3.67 0.02 -3.11 0.3126
H -1.20 2.99 5.92 0.4056
H 1.59 2.66 -1.82 0.0251
H 2.02 1.73 -3.27 0.2760
H 1.73 4.76 1.66 0.2591
H -2.97 -1.36 -2.68 0.4017
H 3.23 2.78 -2.49 0.3828
H -2.70 0.30 -2.08 0.2385
H 1.54 1.81 2.33 0.4941
H 2.01 0.45 3.37 0.3969
H -4.00 -3.46 -0.88 0.4257
H 3.66 0.49 1.74 0.4128
H 1.63 -4.20 -0.98 0.2532
H 4.80 0.99 -2.14 0.4287
H 2.25 -1.71 2.52 0.3620
H -3.33 1.79 5.54 0.4330
```

The calculation puts the max |F| at 3.7 eV/Å. The value obtained for the energy above the lowest of the compared OMol25 structures with the same formula, charge and spin is 15.5 kcal/mol. Its charge is 0. The calculation puts the lowest unoccupied orbital energy at -0.08 eV.

---

ORCA calculation (ωB97M-V/def2-TZVPD) on a cluster of 2 separate species, C23H29N4 in total.

The geometry in XYZ format:
```
56
Properties=species:S:1:pos:R:3:nbo_charge:R:1
N -6.60 -1.74 -0.86 -0.5138
N 5.91 -1.74 -0.84 -0.5129
N 1.31 4.06 3.74 -0.5173
N 0.81 2.84 1.96 -0.5291
C 0.23 2.26 3.08 -0.1049
C 4.67 -1.09 -0.82 0.2561
C -2.83 0.23 -0.71 -0.1678
C 4.58 0.33 -0.73 -0.2219
C 2.24 -1.20 -0.71 -0.1465
C -5.36 -1.09 -0.84 0.2618
C -5.28 0.32 -0.82 -0.2341
C 1.46 3.92 2.38 0.3600
C 0.53 3.01 4.20 -0.0951
C 6.50 -2.29 0.36 -0.3929
C -7.18 -2.27 -2.07 -0.3938
C -2.92 -1.19 -0.75 -0.1433
C -0.34 0.28 -0.71 -0.3369
C 2.23 4.88 1.59 -0.6588
C 3.46 -1.83 -0.84 -0.1831
C 0.88 0.86 -0.38 0.0782
C -4.06 0.96 -0.75 -0.1046
C -4.15 -1.84 -0.83 -0.1799
C 6.45 -2.31 -2.06 -0.3947
C 2.15 0.22 -0.57 -0.1621
C 3.36 0.96 -0.61 -0.1203
C -1.58 0.91 -0.60 0.0831
C -7.20 -2.27 0.35 -0.3932
H 0.24 2.88 5.22 0.2301
H 7.54 -2.31 -1.98 0.2079
H 3.52 -2.92 -0.93 0.2247
H 1.72 4.81 4.28 0.4254
H -0.32 -0.74 -1.12 0.2154
H 1.80 5.89 1.70 0.2361
H -2.01 -1.79 -0.70 0.2162
H 6.14 -1.72 -2.93 0.2087
H -8.27 -2.21 -1.99 0.2068
H -4.00 2.05 -0.73 0.2245
H 2.19 4.57 0.54 0.2353
H 3.31 2.05 -0.56 0.2254
H 6.19 -3.34 0.53 0.1753
H 7.59 -2.28 0.24 0.2066
H -6.92 -3.34 -2.21 0.1766
H -1.60 1.99 -0.44 0.2300
H -0.37 1.36 3.01 0.2098
H 1.33 -1.80 -0.69 0.2128
H 0.88 1.86 0.07 0.2730
H 5.52 0.89 -0.76 0.2406
H -8.30 -2.20 0.25 0.2068
H 3.27 4.90 1.94 0.2327
H -6.21 0.89 -0.85 0.2438
H 6.12 -3.36 -2.20 0.1742
H -4.21 -2.93 -0.86 0.2268
H -6.87 -1.69 1.23 0.2085
H 6.22 -1.69 1.23 0.2082
H -6.95 -3.33 0.50 0.1770
H -6.83 -1.70 -2.94 0.2090
```

The calculation puts the max |F| at 1.4 eV/Å. The value obtained for the energy above the lowest of the compared OMol25 structures with the same formula, charge and spin is 36.1 kcal/mol. Its charge is +1. The calculation puts the lowest unoccupied orbital energy at -5.11 eV.